No. 1
Below is C21H42AgO21 as an isolated structure, with properties calculated with ωB97M-V with the def2-TZVPD basis set.

Geometry as XYZ:
```
85
Properties=species:S:1:pos:R:3:forces:R:3:mulliken_charge:R:1
Ag 21.2850 -32.2406 1.3873 0.18 0.26 -0.03 3.5455
C 21.2274 -36.5772 0.7493 0.85 0.61 -0.61 -0.6278
O 22.0122 -36.0805 1.8703 -0.64 -1.09 0.31 -0.3426
C 22.8013 -35.0469 1.7109 0.39 0.94 -1.56 0.8564
O 22.7587 -34.2743 0.7426 0.38 -0.97 1.56 -0.7678
O 23.6552 -35.0306 2.7393 0.28 -0.22 0.23 -0.2961
C 24.7982 -34.1732 2.7425 -0.17 1.83 -1.03 -0.4786
H 20.5533 -35.7927 0.4054 -0.24 -0.32 0.19 0.2166
H 20.7751 -37.5387 0.9922 -0.22 0.52 0.66 0.2434
H 21.9050 -36.8236 -0.0682 0.18 0.28 -0.05 0.3084
H 25.7558 -34.6360 2.5040 -0.38 -0.75 0.21 0.3686
H 24.8971 -33.5748 3.6482 -0.35 -0.71 0.46 0.3371
H 24.6597 -33.3899 1.9974 -0.20 -0.19 -0.13 -0.1862
C 20.8357 -27.4403 1.5847 2.62 -0.98 0.39 -0.3427
O 19.6524 -27.8808 0.9763 -0.90 0.29 -0.23 -0.3798
C 19.2936 -29.1511 1.0620 1.78 -2.73 1.50 0.3410
O 19.9529 -30.0839 1.6395 -2.18 3.37 -1.50 -0.0749
O 18.1297 -29.3156 0.4387 0.28 -0.83 0.15 -0.4340
C 17.5338 -30.6311 0.6260 -0.49 -0.13 0.36 -0.5414
H 21.6774 -28.0315 1.2241 0.00 -0.45 -0.19 0.0027
H 20.9116 -27.5873 2.6621 -0.78 0.15 0.11 0.1088
H 21.1941 -26.4428 1.3306 -1.30 0.26 -0.20 0.3177
H 16.6409 -30.7648 0.0153 0.28 0.73 -0.40 0.3777
H 17.1549 -30.6795 1.6468 0.26 -0.01 0.09 0.2795
H 18.1886 -31.4784 0.4226 0.37 0.46 0.03 -0.0005
C 18.0030 -32.5483 3.8936 0.53 -0.53 -0.15 -0.1845
O 17.7657 -33.7956 3.2164 0.06 -0.93 -1.03 -0.4684
C 18.4514 -34.1248 2.0578 -2.00 -0.87 3.03 0.2434
O 19.2567 -33.4490 1.5085 0.33 0.45 -0.71 -0.3119
O 18.0992 -35.3404 1.6404 1.58 0.93 -1.26 -0.3336
C 17.3616 -36.3206 2.3172 -1.23 -0.46 0.08 -0.7088
H 17.9922 -31.7707 3.1298 0.41 0.24 0.57 -0.1060
H 18.9141 -32.6775 4.4778 0.49 0.50 -0.53 -0.0063
H 17.2696 -32.3986 4.6860 -0.59 -0.22 -0.61 0.4386
H 16.4056 -35.8852 2.6083 0.16 -0.25 0.62 0.3326
H 17.9207 -36.8460 3.0914 -0.02 0.60 0.34 0.2802
H 17.1259 -37.0950 1.5872 0.13 0.21 -0.25 0.2607
C 23.4013 -31.5382 -2.6047 -1.12 -0.73 2.04 -0.2283
O 21.9540 -31.7540 -2.8533 0.25 0.90 -1.25 -0.4151
C 20.9963 -31.5170 -1.9604 -0.52 -0.91 0.73 0.2865
O 21.1890 -31.3384 -0.7528 -0.70 0.26 -2.84 -0.4596
O 19.7158 -31.6398 -2.5111 2.02 1.41 3.40 -0.2744
C 19.4961 -32.0845 -3.8054 0.72 -0.77 -1.26 -0.6693
H 23.7203 -32.5281 -2.2785 0.36 0.11 -0.27 0.2002
H 23.5042 -30.8843 -1.7387 -0.11 0.10 -0.15 -0.0775
H 24.0216 -31.1508 -3.4130 -0.99 -0.15 -0.50 0.3437
H 19.9218 -33.0874 -3.8365 -0.14 -0.09 -0.67 0.3083
H 19.9766 -31.4323 -4.5346 0.02 -0.12 -0.08 0.2801
H 18.4262 -32.1213 -4.0107 0.10 0.10 0.37 0.2135
C 25.7255 -28.4474 0.6577 1.10 0.38 0.04 -0.7990
O 24.5198 -29.1159 0.9701 -1.21 -2.26 1.13 -0.1671
C 24.4198 -30.5160 0.9240 -1.67 1.15 1.13 0.0201
O 23.6081 -31.1835 1.5593 1.42 1.63 -0.70 -0.3108
O 25.2315 -30.9512 0.0345 2.42 -0.63 -2.12 -0.3839
C 25.5775 -32.3423 -0.2001 -1.48 -0.38 0.55 -0.4226
H 26.6257 -28.8297 1.1388 -0.16 -0.87 -0.03 0.3087
H 25.6940 -27.4656 1.1303 -0.66 0.16 -0.48 0.2619
H 25.9110 -28.4018 -0.4154 -0.17 0.15 0.07 0.2991
H 26.3636 -32.6305 0.4979 -0.03 0.02 -0.28 0.3385
H 25.8040 -32.5571 -1.2444 0.60 0.92 0.10 0.3640
H 24.6709 -32.9320 -0.0644 0.03 -0.14 0.57 -0.0029
C 18.8527 -28.5296 4.8032 1.77 -0.20 2.94 -0.4832
O 18.1230 -27.7465 3.9893 -2.77 1.92 -2.91 -0.2805
C 18.1702 -26.3994 4.0672 0.36 1.20 0.35 0.7752
O 18.9125 -25.7838 4.7905 0.07 -0.49 -0.22 -0.5736
O 17.2608 -25.8168 3.2563 0.02 -1.00 -0.32 -0.3127
C 17.4210 -24.4813 2.7247 0.23 0.54 0.60 -0.6731
H 19.8598 -28.1228 4.8946 0.53 -0.59 -0.52 0.3113
H 18.7616 -29.5837 4.5413 0.23 0.29 -0.40 -0.1500
H 18.5470 -28.4171 5.8434 -0.55 -0.19 0.22 0.5286
H 17.6271 -23.6948 3.4507 0.25 -0.52 0.62 0.3259
H 16.4660 -24.1582 2.3104 0.06 -0.68 -0.27 0.2684
H 18.2264 -24.4235 1.9925 -0.17 -0.37 -0.13 0.2725
C 22.2131 -30.2633 4.4813 0.46 1.23 -0.68 -0.1641
O 22.1820 -31.4003 5.3020 0.07 1.24 1.07 -0.4465
C 21.8215 -32.5270 4.7995 0.58 -1.74 -0.23 0.2863
O 21.6618 -32.7996 3.6297 -0.43 -0.23 0.10 -0.0529
O 21.7830 -33.3671 5.8195 -0.47 -0.45 0.75 -0.4536
C 21.5157 -34.7585 5.7515 -0.11 -1.17 -0.55 -0.4930
H 23.1426 -30.2204 3.9137 -0.18 -0.34 -0.32 0.1607
H 22.2599 -29.3839 5.1235 -0.34 -0.23 0.24 0.3662
H 21.3413 -30.2126 3.8290 0.11 -0.01 -0.10 -0.2075
H 22.3744 -35.3358 5.4087 0.29 0.33 0.06 0.2591
H 20.7065 -35.0859 5.0987 -0.21 0.73 -0.30 0.1487
H 21.2370 -35.1237 6.7399 0.23 0.51 0.11 0.3064
```
Forces are in eV/Å.

Calculated values
- E: -69446.97774 eV
- Lowest unoccupied orbital energy: -1.6 eV
- Frontier orbital gap: 0.378 Eh
- E_HOMO: -11.906 eV
- Charge: +1

No. 2
Below is an isolated ion of composition C4H9N4OS and charge +1, with properties calculated with ωB97M-V with the def2-TZVPD basis set.

Geometry as XYZ:
```
19
Properties=species:S:1:pos:R:3:forces:R:3:mulliken_charge:R:1
C 0.8209 0.1616 0.5837 -2.25 -1.92 -0.34 0.6956
C -1.4066 -1.1300 0.8384 1.65 1.36 1.76 0.3380
C -0.4663 -0.0365 1.4193 0.19 -0.74 0.96 -0.7899
C -1.9685 0.4466 -1.0224 -0.41 -2.24 1.32 -0.0788
N 1.7529 0.8193 1.1819 4.44 3.08 0.48 -0.4524
N -2.0311 -0.7692 -0.3074 0.68 3.12 -1.31 -0.1072
N 0.7575 -0.4475 -0.5504 -0.07 -0.20 -0.31 -0.3955
N 1.7447 -0.2088 -1.5724 1.03 -0.36 0.21 -0.3492
O -1.6501 -2.1486 1.4101 -0.06 -0.63 0.01 -0.5356
S -1.1652 1.7998 -0.8071 0.57 1.77 -0.17 -0.3018
H -0.1964 -0.3357 2.5110 -0.61 0.63 -1.89 0.4606
H -1.0569 0.9158 1.2963 0.92 -0.79 0.85 0.3406
H -2.6189 0.4756 -1.8413 -1.15 -0.61 -1.12 0.4205
H 2.7059 1.2689 0.8181 -3.10 -1.63 0.82 0.2325
H -2.6102 -1.4800 -0.6200 -1.58 -1.34 -1.08 0.2033
H 1.7379 0.7618 -1.9350 -0.94 -0.41 -0.36 0.3436
H 1.3603 -0.9537 -2.2691 1.95 1.82 0.90 0.3867
H 2.7790 -0.2317 -1.2562 -1.62 -1.21 -0.74 0.3599
H 1.5112 1.0925 2.1226 0.35 0.28 0.02 0.2289
```
Forces are in eV/Å.

Calculated values
- Relative energy (zero: lowest compared OMol25 entry of this formula, charge and spin): 234.8 kJ/mol
- SMILES: N/C(CC(=O)NC=S)=N\[NH3+]
- E: -23128.20318 eV
- Lowest unoccupied orbital energy: -4.0 eV
- Frontier orbital gap: 0.308 Eh
- E_HOMO: -12.361 eV
- Charge: +1

No. 3
Below is a 2-piece molecular cluster, C11H15N overall, with properties calculated with ωB97M-V with the def2-TZVPD basis set.

Geometry as XYZ:
```
27
Properties=species:S:1:pos:R:3:forces:R:3:mulliken_charge:R:1
C 3.7166 -0.6843 2.4132 0.42 0.13 0.12 -1.3529
C 0.5882 -0.2291 0.3698 -0.64 -0.44 0.49 -0.5334
C 1.7280 0.3412 0.9572 0.34 0.82 -0.39 0.8880
C 2.3969 -0.6658 1.7136 -0.07 -1.19 0.32 0.5533
C 1.6511 -1.8002 1.5592 -0.04 0.42 -0.08 -0.6792
C 0.1200 1.7458 -0.8096 -0.07 0.23 0.57 -0.4861
C -0.2901 0.4805 -0.4474 0.33 0.49 -0.17 -0.3101
C 1.2642 2.3490 -0.2491 -0.21 0.08 -0.29 -0.5985
C 2.0475 1.6782 0.6556 0.00 -0.55 -0.05 -0.5003
N 0.5323 -1.5333 0.7984 0.32 -0.46 0.05 -0.0460
H -0.4862 2.3612 -1.4508 -0.24 -0.02 -0.23 0.4091
H -1.2495 0.1120 -0.7762 0.15 -0.32 -0.13 0.2647
H 1.4734 3.3652 -0.5607 0.20 -0.03 0.17 0.3636
H 2.9237 2.1065 1.1080 0.18 0.32 0.03 0.3870
H -0.2104 -2.1995 0.7020 -0.14 0.18 -0.33 0.1859
H 1.9055 -2.8128 1.8264 -0.18 0.00 0.30 0.3831
H 3.7958 -1.4734 3.1642 -0.32 -0.13 -0.16 0.3698
H 3.9600 0.2211 2.9648 -0.11 0.29 -0.19 0.3677
H 4.5179 -0.8757 1.7004 0.18 0.18 -0.06 0.2574
C -3.6521 -0.8501 -2.4617 0.14 0.28 -1.31 -0.8367
C -3.9509 0.1932 -1.4092 -0.19 -0.04 0.57 -0.7434
H -4.0115 -1.8573 -2.2571 0.26 0.01 0.37 0.2639
H -4.1060 -0.5926 -3.4287 -0.30 0.09 0.28 0.3066
H -2.5943 -0.8520 -2.7447 0.05 -0.31 0.44 0.2835
H -4.9454 0.0847 -0.9744 -0.03 -0.04 -0.10 0.3127
H -3.8754 1.2011 -1.7829 -0.06 0.36 -0.44 0.2600
H -3.2491 0.1865 -0.5803 0.03 -0.34 0.20 0.2302
```
Forces are in eV/Å.

Calculated values
- Relative energy (zero: lowest compared OMol25 entry of this formula, charge and spin): 37.0 kJ/mol
- SMILES: Cc1c[nH]c2ccccc12.CC
- E: -13140.40783 eV
- Lowest unoccupied orbital energy: 0.9 eV
- Frontier orbital gap: 0.318 Eh
- E_HOMO: -7.764 eV
- Charge: 0

No. 4
Below is a single C3H9NS2 molecule, with properties calculated with ωB97M-V with the def2-TZVPD basis set.

Geometry as XYZ:
```
15
Properties=species:S:1:pos:R:3:forces:R:3:mulliken_charge:R:1
S 1.9262 2.2680 1.3499 0.93 0.18 0.45 -0.2502
S 0.3254 2.5973 0.1189 -0.40 0.28 -0.63 -0.0518
C -0.7642 1.2666 0.6891 0.54 -0.97 0.24 -0.8135
C -0.2380 -0.1564 0.4398 -0.08 0.55 -0.87 -0.3809
N -0.6205 -0.6080 -0.9048 1.16 -0.43 -1.05 -0.4209
C -0.3358 -2.0350 -1.0640 -0.73 -1.35 1.70 -0.9115
H 2.9700 2.5683 0.5204 -0.70 -0.30 0.07 0.1667
H -1.6927 1.3845 0.1304 -0.05 0.19 0.19 0.3776
H -0.9137 1.3839 1.7609 -0.27 0.26 -0.02 0.3376
H 0.8517 -0.1542 0.5615 -0.05 -0.21 0.24 0.3609
H -0.6759 -0.8600 1.1396 -0.10 0.00 0.28 0.4028
H 0.0290 -0.2030 -1.5839 -0.41 0.60 0.35 0.2423
H -1.1732 -2.6089 -0.6320 0.03 0.15 -0.21 0.2917
H -0.2040 -2.4336 -2.0603 -0.05 0.60 -0.49 0.3423
H 0.5156 -2.4094 -0.4655 0.18 0.42 -0.24 0.3068
```
Forces are in eV/Å.

Calculated values
- Relative energy (zero: lowest compared OMol25 entry of this formula, charge and spin): 72.4 kJ/mol
- SMILES: CNCCSS
- E: -26416.92647 eV
- Lowest unoccupied orbital energy: 0.6 eV
- Frontier orbital gap: 0.326 Eh
- E_HOMO: -8.321 eV
- Charge: 0

No. 5
Below is a single C22H22N2O5S2 molecule, with properties calculated with ωB97M-V with the def2-TZVPD basis set.

Geometry as XYZ:
```
53
Properties=species:S:1:pos:R:3:forces:R:3:mulliken_charge:R:1
C 0.7187 -0.9987 -5.4723 0.28 0.02 -0.06 -1.2458
H 0.7827 -0.8592 -6.5485 -0.07 0.02 -0.14 0.4301
H 0.1338 -0.1882 -5.0481 -0.11 0.03 -0.04 0.2728
C 2.1166 -0.9862 -4.8656 -0.40 0.40 -0.41 -0.5495
N 2.0600 -1.2917 -3.4450 -0.26 0.86 0.63 0.2768
S 1.7054 -0.0459 -2.4004 -0.20 -0.49 0.08 1.2818
O 2.8259 0.3114 -1.5768 -0.07 -0.26 0.09 -0.7142
O 1.0512 0.9893 -3.1421 -0.14 -0.13 -0.24 -0.7162
C 0.4929 -0.8615 -1.3499 0.45 0.22 -0.10 -0.1026
C -0.7407 -1.1771 -1.8898 -0.21 -0.03 0.04 -0.6521
C -1.6802 -1.8151 -1.0974 0.03 0.06 -0.25 -0.8541
C -1.3541 -2.1327 0.2086 -0.25 -0.31 0.46 0.0269
C -0.1198 -1.8277 0.7481 0.01 -0.08 0.03 -0.2176
C 0.8161 -1.1789 -0.0442 0.12 0.08 -0.03 -0.3369
H 1.7888 -0.9035 0.3325 0.08 -0.01 0.11 0.6135
H 0.0951 -2.1095 1.7658 0.10 0.02 0.10 0.5605
S -2.6297 -2.8593 1.2406 -0.30 0.25 -0.37 1.1764
O -2.0412 -3.3668 2.4377 0.22 0.31 0.05 -0.6507
O -3.4645 -3.7145 0.4543 -0.05 0.19 -0.19 -0.7021
N -3.5862 -1.5248 1.5892 0.05 -0.95 -0.17 -0.2723
C -3.0146 -0.3214 2.0037 0.47 0.63 0.45 0.5019
C -1.9774 -0.3528 2.9285 0.13 0.18 0.25 -0.7879
C -1.4231 0.8569 3.2992 -0.69 0.48 -0.71 0.4142
C -1.8852 2.0867 2.7862 0.05 -0.60 0.11 0.5804
C -2.9341 2.0964 1.8774 0.16 -0.08 0.17 -0.8183
C -3.4837 0.8926 1.4879 -0.12 -0.20 -0.08 -1.0610
H -4.2976 0.8772 0.7777 -0.08 0.00 -0.11 0.3526
H -3.3071 3.0263 1.4779 -0.07 0.08 -0.07 0.4933
C -1.0676 3.0899 3.4134 0.45 -0.12 0.41 0.6598
C -0.9983 4.4757 3.3585 0.02 -0.17 0.03 -0.4053
C -0.0513 5.1150 4.1347 0.00 0.17 -0.02 -0.7517
C 0.8159 4.3965 4.9533 0.00 -0.02 0.00 -0.3736
C 0.7655 3.0151 5.0235 -0.05 -0.34 -0.01 -1.0459
C -0.1831 2.3764 4.2467 -0.27 0.97 -0.31 0.2441
O -0.3997 1.0312 4.1734 0.21 -0.36 0.23 -0.4707
H 1.4335 2.4529 5.6557 0.09 -0.06 0.08 0.4518
H 1.5440 4.9282 5.5470 0.06 0.03 0.05 0.3822
H 0.0207 6.1919 4.1088 0.01 0.09 0.00 0.3924
H -1.6697 5.0337 2.7243 -0.06 0.09 -0.06 0.4654
H -1.6425 -1.2869 3.3444 0.06 -0.07 0.14 0.8535
H -4.3524 -1.4385 0.9396 -0.06 -0.14 -0.12 0.3147
H -2.6528 -2.0886 -1.4757 -0.09 0.02 -0.15 0.4560
H -0.9481 -0.9082 -2.9125 -0.13 -0.03 -0.15 0.3837
C 2.9559 -2.2941 -2.9114 0.43 -0.23 0.28 -0.6623
C 4.4319 -1.9076 -2.9659 -0.23 -0.03 0.04 -1.0944
H 4.5831 -0.9859 -2.4114 0.11 0.00 0.01 0.3086
H 4.7557 -1.7584 -3.9931 0.08 -0.01 -0.11 0.3098
H 5.0353 -2.6948 -2.5216 0.11 -0.08 0.00 0.4023
H 2.7817 -3.2261 -3.4591 -0.08 0.07 0.11 0.4681
H 2.6548 -2.4472 -1.8723 0.08 -0.26 -0.02 0.2727
H 2.7399 -1.7410 -5.3491 0.05 0.05 0.15 0.5350
H 2.5726 -0.0035 -5.0196 0.10 -0.15 -0.17 0.2956
H 0.2275 -1.9469 -5.2668 -0.06 -0.11 -0.01 0.3081
```
Forces are in eV/Å.

Calculated values
- Relative energy (zero: lowest compared OMol25 entry of this formula, charge and spin): 79.1 kJ/mol
- SMILES: CCN(CC)S(=O)(=O)c1ccc(S(=O)(=O)Nc2ccc3c(c2)oc2ccccc23)cc1
- E: -58058.79644 eV
- Lowest unoccupied orbital energy: 0.0 eV
- Frontier orbital gap: 0.302 Eh
- E_HOMO: -8.241 eV
- Charge: 0

> What is the E_HOMO in the fourth record?

-8.321 eV

> The highest lowest unoccupied orbital energy belongs to which entry?

C11H15N